{"formula": "C17H42Cl4CuO16P3", "method": "wB97M-V/def2-TZVPD", "spin_multiplicity": 3, "e_tot_ha": -6381.5919, "lumo_ev": [-5.7662, -11.4823], "charge": 2, "species": ["Cu", "C", "C", "O", "O", "H", "H", "H", "C", "Cl", "Cl", "H", "H", "C", "Cl", "Cl", "H", "H", "C", "O", "P", "O", "O", "C", "O", "C", "H", "H", "H", "H", "H", "H", "H", "H", "H", "C", "O", "P", "O", "O", "C", "O", "C", "H", "H", "H", "H", "H", "H", "H", "H", "H", "C", "O", "P", "O", "O", "C", "O", "C", "H", "H", "H", "H", "H", "H", "H", "H", "H", "O", "C", "O", "C", "C", "C", "H", "H", "H", "H", "H", "H", "H", "H"], "xyz": [[-31.183396, -4.504584, 11.902723], [-32.932482, -7.450671, 9.301206], [-32.401193, -6.419432, 10.309662], [-31.631067, -6.712162, 11.283983], [-32.613904, -5.201160, 10.195092], [-33.173975, -8.411558, 9.755609], [-32.128231, -7.638958, 8.589997], [-33.810024, -7.017825, 8.820922], [-31.687101, -4.296621, 7.154251], [-30.403934, -5.541777, 7.309992], [-32.309654, -4.562624, 5.530901], [-32.493806, -4.359680, 7.884550], [-31.248105, -3.299646, 7.116499], [-35.764486, -9.077331, 11.326806], [-36.824377, -10.401547, 10.888517], [-34.326624, -9.531301, 12.125264], [-35.477841, -8.660910, 10.361127], [-36.349849, -8.441144, 11.990661], [-34.381271, -1.417948, 9.761482], [-34.495887, -1.256116, 11.177826], [-34.191736, -2.373850, 12.315462], [-32.890593, -3.090082, 12.152453], [-35.494613, -3.358595, 12.067468], [-35.303294, -4.727295, 12.344568], [-34.398205, -1.577224, 13.683392], [-34.306870, -2.288082, 14.895681], [-33.805804, -2.326311, 9.583073], [-33.822742, -0.502100, 9.568220], [-35.285434, -1.505599, 9.159062], [-36.262882, -5.166357, 12.617547], [-34.671151, -4.732581, 13.232528], [-34.877020, -5.335333, 11.546651], [-33.783591, -1.663633, 15.619794], [-33.693091, -3.182018, 14.785007], [-35.187495, -2.485965, 15.506789], [-30.446804, -11.179742, 2.479355], [-29.849917, -11.289966, 3.760297], [-29.407077, -9.892073, 4.505152], [-28.758689, -8.927832, 3.671303], [-30.827856, -9.604114, 5.307105], [-31.467126, -8.351888, 5.563524], [-28.457591, -10.499694, 5.660502], [-27.191758, -11.100293, 5.216300], [-30.557227, -10.146051, 2.151646], [-31.459323, -11.578169, 2.414675], [-29.783404, -11.747480, 1.826922], [-30.724621, -7.625810, 5.232451], [-31.638037, -8.418888, 6.637949], [-32.383206, -8.116380, 5.021826], [-27.051194, -12.137635, 5.520042], [-26.285532, -10.653641, 5.625418], [-26.996865, -11.061448, 4.144571], [-27.070674, -5.903961, 13.846058], [-27.569558, -6.674021, 12.763852], [-27.896165, -5.813802, 11.379552], [-29.102143, -4.905456, 11.426329], [-26.516201, -5.009933, 11.089081], [-25.310927, -5.646787, 10.683935], [-27.919656, -6.946479, 10.199689], [-28.756885, -8.050823, 10.309317], [-27.531356, -6.181572, 14.794116], [-27.381861, -4.860461, 13.797387], [-26.029088, -6.144741, 14.058732], [-24.811077, -5.029730, 9.937283], [-25.497708, -6.551087, 10.104755], [-24.706137, -5.868328, 11.563290], [-28.177555, -8.940720, 10.555414], [-29.056718, -8.211716, 9.273793], [-29.615232, -8.007884, 10.979772], [-34.950831, -8.710327, 4.934179], [-36.026750, -9.137551, 5.250644], [-36.308126, -9.751940, 6.359864], [-35.324552, -10.024559, 7.351453], [-34.339254, -11.091575, 6.812767], [-37.171992, -9.098666, 4.285034], [-35.788391, -10.481607, 8.225547], [-34.595716, -9.230973, 7.516110], [-33.571491, -10.636896, 6.186737], [-34.848954, -11.802915, 6.162924], [-33.819947, -11.666490, 7.579511], [-37.150392, -8.121930, 3.801684], [-38.161976, -9.316858, 4.685564], [-37.067216, -9.706918, 3.386620]], "forces_ev_per_a": [[-0.7, -1.3, -1.6], [0.3, 0.5, 0.9], [0.4, -0.5, -0.1], [0.2, 0.3, 0.4], [-0.2, 0.9, -0.2], [0.0, 0.1, 0.3], [0.0, 0.2, -0.1], [0.1, 0.0, -0.1], [0.5, 0.0, -0.8], [-0.2, 0.5, 1.0], [-0.9, 0.2, -0.5], [0.4, -0.3, 0.0], [0.2, -0.3, 0.4], [-0.9, 0.5, -0.7], [-0.4, -0.8, -0.1], [1.2, -0.5, 0.8], [-0.2, 0.6, 0.4], [0.2, 0.2, -0.4], [1.4, -0.1, 0.2], [-0.4, -1.2, 3.1], [-2.1, 0.9, -2.4], [0.2, -0.2, 0.5], [1.6, 1.5, -0.2], [-0.1, -0.7, 1.3], [-0.4, -0.4, -2.1], [1.3, -0.2, 2.2], [0.3, 0.2, -0.3], [0.0, -0.4, -1.1], [-0.4, 0.3, 0.8], [-0.1, 0.2, 0.0], [0.1, -0.9, 0.0], [0.2, 0.5, -0.2], [0.5, 0.3, -0.4], [-0.2, -0.2, 0.0], [-0.8, -0.2, -1.2], [0.1, 0.0, -0.8], [0.2, 1.6, 1.3], [-1.4, -4.2, 1.8], [0.0, 2.0, -1.0], [0.9, -0.8, -1.2], [1.9, -0.1, 0.0], [0.1, 0.0, -0.7], [0.9, -0.2, -0.2], [0.5, 0.1, -0.1], [0.1, -0.4, 0.5], [-0.3, 0.2, -0.4], [-0.4, 0.7, 0.6], [-0.1, 0.8, -0.1], [-0.1, -0.7, -0.3], [-1.0, -0.1, 0.1], [-0.6, 0.9, 0.5], [-0.7, 0.1, -0.1], [-0.3, 0.2, 1.8], [-1.2, 0.9, -2.6], [2.0, -1.0, 0.0], [0.6, -0.7, 0.5], [-2.9, -0.2, 0.2], [0.5, -0.8, -0.8], [0.6, 3.2, 2.5], [-0.5, -2.1, -1.1], [-0.5, -0.7, -0.2], [0.8, 0.2, -0.5], [0.2, 0.6, -0.7], [0.1, 0.5, 0.6], [-0.3, -0.3, 0.4], [0.1, 0.1, -0.2], [0.2, 0.1, 0.3], [-0.6, -0.2, 0.1], [0.1, 0.5, 0.0], [2.7, 1.2, -0.6], [-3.8, -2.7, 1.1], [-0.4, 0.9, -0.4], [3.1, -2.1, 0.2], [-0.3, -0.3, -0.8], [-0.2, 1.2, -1.7], [-0.6, 0.8, -0.1], [-1.1, 0.9, 0.5], [0.2, 0.2, 0.0], [-0.2, -0.2, 0.2], [-0.2, 0.2, 0.2], [-0.3, 0.4, 0.3], [0.4, 0.1, 0.7], [0.7, -0.6, 0.3]]}

{"formula": "C17H42Cl6NO12P3", "method": "wB97M-V/def2-TZVPD", "e_tot_ha": -5416.0485, "lumo_ev": 0.3381, "smiles": "COP(=O)(OC)OC.COP(=O)(OC)OC.COP(=O)(OC)OC.ClCCCl.ClCCCl.ClCCCl.CC#N", "species": ["C", "O", "P", "O", "O", "C", "O", "C", "H", "H", "H", "H", "H", "H", "H", "H", "H", "C", "O", "P", "O", "O", "C", "O", "C", "H", "H", "H", "H", "H", "H", "H", "H", "H", "C", "O", "P", "O", "O", "C", "O", "C", "H", "H", "H", "H", "H", "H", "H", "H", "H", "Cl", "C", "C", "Cl", "H", "H", "H", "H", "Cl", "C", "C", "Cl", "H", "H", "H", "H", "Cl", "C", "C", "Cl", "H", "H", "H", "H", "C", "C", "N", "H", "H", "H"], "xyz": [[11.106004, 9.837866, 17.604064], [12.267384, 10.640740, 17.627495], [12.999691, 10.690565, 18.991560], [13.204417, 9.389543, 19.628132], [14.372764, 11.300993, 18.442003], [15.468554, 10.830901, 19.113574], [12.260673, 11.700797, 19.930100], [11.864014, 12.982091, 19.384526], [10.261065, 10.308923, 17.147536], [10.984804, 9.506965, 18.638123], [11.336880, 8.944641, 17.045544], [16.117323, 11.649454, 19.255243], [16.075175, 10.133964, 18.519038], [15.207658, 10.438037, 20.096962], [11.546768, 13.480852, 20.301441], [10.988149, 12.850950, 18.725839], [12.714969, 13.395770, 18.845698], [6.466135, 8.107984, 12.496519], [7.292696, 8.332519, 13.662307], [8.191439, 9.566908, 13.874803], [8.492359, 10.196610, 12.616584], [7.619872, 10.570802, 14.921350], [7.010425, 11.764662, 14.554747], [9.367424, 8.931238, 14.757047], [10.072839, 7.813564, 14.241641], [6.119142, 7.058360, 12.636870], [7.088648, 8.332305, 11.620941], [5.644058, 8.821290, 12.509838], [7.111211, 12.323726, 15.468487], [5.961973, 11.595288, 14.296929], [7.509453, 12.262457, 13.726992], [9.298038, 7.048346, 14.001614], [10.668098, 7.522612, 15.086099], [10.597691, 8.127467, 13.316942], [13.344979, 9.332036, 7.027452], [13.433952, 9.895149, 8.369275], [12.286515, 10.808351, 8.841017], [11.281583, 11.014373, 7.834602], [11.792926, 10.146607, 10.223727], [11.337974, 8.784602, 10.226262], [12.971896, 12.064091, 9.415072], [13.977628, 12.115047, 10.373686], [14.184506, 8.649229, 6.846382], [13.439143, 10.182567, 6.362624], [12.331591, 8.942720, 6.823806], [10.763928, 8.584450, 9.312374], [10.629922, 8.853165, 11.043300], [12.130055, 7.993707, 10.308094], [13.510623, 12.141777, 11.358798], [14.621326, 12.973849, 10.168699], [14.555450, 11.146546, 10.272334], [10.890614, 18.256676, 14.621037], [11.058108, 16.496779, 14.586278], [10.683106, 15.898954, 15.958234], [11.998695, 16.189942, 17.202856], [12.084705, 16.263680, 14.298778], [10.392911, 16.069151, 13.837779], [10.612093, 14.812973, 15.880401], [9.784721, 16.334229, 16.403887], [11.376767, 14.463269, 11.861267], [9.970790, 13.869439, 10.917109], [8.859650, 13.450509, 11.872686], [8.084152, 14.819930, 12.690565], [10.299287, 13.004144, 10.325354], [9.674050, 14.677473, 10.222465], [9.298621, 12.766234, 12.573248], [8.077185, 12.974950, 11.272899], [14.331481, 13.817023, 13.586666], [14.172321, 13.718192, 15.347900], [15.524183, 13.934916, 16.004109], [16.680110, 12.617412, 15.781335], [13.817332, 12.729494, 15.611079], [13.490429, 14.499871, 15.696774], [15.302227, 14.021300, 17.040209], [15.907890, 14.931893, 15.656344], [11.829795, 11.054372, 13.288265], [11.056639, 11.758683, 14.300587], [10.495648, 12.413999, 15.082249], [12.889343, 10.960255, 13.482880], [11.794977, 11.606725, 12.356436], [11.472660, 10.067464, 13.144489]], "forces_ev_per_a": [[0.2, -1.2, 0.8], [-0.4, 1.1, -1.5], [1.5, -1.4, 0.0], [-0.4, 0.0, 0.4], [-2.4, 0.8, -0.6], [2.3, -0.7, 1.0], [0.0, 0.1, -0.3], [-0.6, -0.6, 0.5], [-0.4, 0.6, 0.0], [-1.0, -0.1, -0.2], [0.1, -0.3, -0.3], [0.9, 1.2, 0.4], [-0.6, -0.3, 0.1], [0.3, -0.3, -0.2], [0.3, 0.7, -0.5], [0.5, 0.1, 0.1], [-0.2, 0.5, 0.2], [0.4, 0.0, 0.5], [-1.3, -1.3, 0.4], [1.1, -0.1, 1.6], [1.0, 1.0, -2.2], [0.4, -1.9, 0.5], [-0.6, 0.9, 0.0], [-0.9, 1.3, -0.2], [-1.3, -0.1, -0.7], [0.2, 0.9, -0.6], [-0.4, -0.5, 0.0], [-0.2, -0.2, 0.0], [-0.4, 0.8, 0.0], [0.0, 0.1, 0.1], [0.1, -0.1, 0.1], [0.9, 0.1, 0.1], [0.7, -0.5, -0.2], [0.1, -0.5, 0.6], [-0.2, 0.8, -0.3], [1.4, -2.0, -0.9], [-0.4, -0.3, 2.1], [-1.3, 0.5, -1.0], [0.8, -0.2, -0.7], [-0.4, 0.1, -0.3], [-1.0, 1.6, -1.1], [1.2, -1.8, 0.5], [-0.5, 0.0, 0.4], [0.2, 0.0, -0.4], [0.7, -0.3, 0.3], [0.1, 0.0, 0.1], [-0.1, -0.9, 0.3], [-0.5, 1.1, 0.3], [0.4, 0.3, 0.0], [-0.2, -0.2, 0.2], [-0.1, 1.2, 0.4], [0.0, 0.3, -0.2], [-0.3, -0.6, 1.0], [0.8, 0.0, -0.2], [-0.4, 0.0, -0.4], [-0.1, 0.0, 0.2], [-0.1, 0.2, 0.0], [-0.1, 0.1, 0.0], [0.2, -0.1, -0.4], [0.0, -0.1, -0.3], [-0.3, 0.4, -0.2], [0.2, 0.1, -1.5], [0.1, 0.1, 0.2], [-0.1, 0.2, 0.3], [0.1, -0.4, 0.5], [-0.3, -0.3, 0.5], [0.2, -0.1, 0.3], [-0.2, 0.0, -0.4], [0.7, -0.2, 0.3], [-0.5, 1.5, -0.8], [0.0, 0.1, -0.2], [-0.3, -0.1, 0.0], [0.1, -0.2, -0.2], [0.1, 0.0, 1.1], [0.1, -1.2, 0.3], [0.3, 0.6, -0.2], [-0.3, 1.3, 1.3], [0.8, -1.2, -1.2], [0.2, 0.2, 0.7], [-0.4, 0.0, -0.2], [-0.6, -0.8, -0.2]]}

{"formula": "C17H42F3NO14", "method": "wB97M-V/def2-TZVPD", "e_tot_ha": -2080.4489, "lumo_ev": -1.7624, "species": ["C", "C", "C", "C", "C", "C", "F", "F", "F", "C", "O", "C", "C", "C", "C", "C", "C", "C", "N", "C", "C", "C", "O", "H", "H", "H", "H", "H", "H", "H", "H", "H", "H", "H", "H", "H", "H", "H", "H", "H", "H", "O", "H", "H", "O", "H", "H", "O", "H", "H", "O", "H", "H", "O", "H", "H", "O", "H", "H", "O", "H", "H", "O", "H", "H", "O", "H", "H", "O", "H", "H", "O", "H", "H", "O", "H", "H"], "xyz": [[-2.718602, 0.778304, 3.739513], [-2.363851, 0.209079, 2.277527], [-3.296328, -0.342503, 1.361869], [-4.827516, -0.458624, 1.801702], [-5.582974, 0.944231, 2.012884], [-5.102442, 2.110508, 1.034433], [-4.917392, 1.679865, -0.306415], [-3.916967, 2.771917, 1.480040], [-6.149289, 3.118088, 0.986431], [-2.916307, -0.894012, -0.106439], [-3.829724, -1.325018, -0.869358], [-1.401916, -0.852110, -0.560208], [-0.857916, -1.381223, -1.924700], [0.665289, -1.260606, -2.308018], [1.735366, -0.615435, -1.344500], [3.276154, -0.473305, -1.803315], [4.349406, -1.127188, -0.794879], [4.426945, -0.451390, 0.675127], [4.568136, 1.046289, 0.673800], [1.138276, -0.109954, 0.055199], [-0.368697, -0.238000, 0.424975], [-0.828798, 0.279434, 1.851391], [0.068327, 0.707377, 2.636440], [-3.770008, 0.513936, 4.090639], [-2.561818, 1.920318, 3.677808], [-1.911375, 0.411035, 4.483066], [-4.829905, -1.003354, 2.823250], [-5.430531, -1.106324, 1.068114], [-5.503740, 1.353107, 3.090529], [-6.703659, 0.781268, 1.793510], [-1.590058, -1.849874, -2.666257], [0.950232, -1.673708, -3.338753], [3.513358, 0.649390, -1.944602], [3.416358, -1.001598, -2.824282], [5.388994, -0.960022, -1.280943], [4.251838, -2.256518, -0.657227], [3.545757, -0.802872, 1.335749], [5.379887, -0.850727, 1.189180], [4.848845, 1.389755, -0.266659], [3.677109, 1.501572, 0.916998], [1.809378, 0.375106, 0.834398], [2.415489, 2.752257, -1.275913], [1.613093, 2.868353, -0.748807], [2.128624, 2.934062, -2.179444], [-1.056257, 2.439063, -0.442167], [-1.861809, 2.551096, 0.079825], [-1.338413, 2.618285, -1.348106], [-2.217743, -2.695972, -4.467643], [-3.018852, -2.581356, -3.938797], [-2.507399, -2.517719, -5.371653], [6.251349, -2.726113, 0.685234], [7.158630, -2.711144, 0.353466], [6.206550, -3.541481, 1.201453], [0.663384, -0.110458, 5.415313], [0.969205, -1.017667, 5.296691], [0.330885, 0.141038, 4.540948], [0.465709, -3.105580, -6.313957], [-0.336179, -2.990534, -5.787984], [0.179764, -2.928095, -7.219316], [3.184993, -2.194234, -7.530437], [2.477388, -2.483553, -6.939146], [3.605609, -3.015780, -7.811371], [5.793369, -3.200835, -2.920387], [5.842661, -3.143476, -1.955601], [6.039255, -4.114121, -3.113544], [4.173748, -4.907680, -0.218380], [3.376841, -4.786430, 0.312955], [3.883220, -4.722389, -1.120863], [-4.282350, 5.291122, 3.416088], [-3.833894, 4.574810, 2.951867], [-4.797222, 5.726166, 2.723802], [1.631599, 2.940682, 5.161234], [1.292828, 2.036991, 5.108470], [1.671397, 3.229296, 4.241404], [-7.378691, 6.282131, 1.750707], [-7.355357, 6.342543, 2.714169], [-7.109622, 5.369991, 1.568195]], "forces_ev_per_a": [[1.3, 0.1, -0.9], [-0.5, -0.8, -1.3], [0.9, 0.6, 1.1], [0.4, -0.3, 0.2], [-0.2, 0.4, -0.3], [-1.0, 0.5, -0.5], [-0.1, 1.2, 3.2], [-2.5, -1.3, -1.3], [2.7, -2.0, 0.0], [-0.8, -0.5, -1.4], [3.1, 1.4, 2.7], [3.2, 0.2, -0.3], [1.8, 1.6, 2.4], [-1.3, 1.1, 3.1], [-4.0, -0.4, 0.7], [-0.5, -0.3, 0.2], [0.5, 0.7, 0.4], [0.7, -0.6, 0.2], [-0.7, -0.5, -0.6], [-2.0, -1.4, -2.2], [1.0, -0.9, -2.4], [1.7, 0.2, 0.4], [-3.1, -1.2, -2.0], [1.6, 0.4, -0.5], [-0.5, -1.7, 0.2], [-1.5, 0.5, -1.2], [-0.1, 0.9, -1.7], [1.2, 1.1, 1.0], [0.0, -0.6, -1.9], [1.8, 0.4, 0.3], [1.5, 0.9, 1.3], [-0.3, 0.8, 1.8], [-0.5, -1.8, 0.3], [-0.5, 0.9, 1.6], [-1.7, -0.2, 0.7], [-0.2, 1.6, -0.3], [1.3, 0.7, -1.1], [-1.8, 0.5, -1.0], [-0.4, -0.3, 1.0], [0.7, -0.2, -0.4], [-1.0, -0.8, -1.3], [-0.2, 0.2, -0.1], [0.0, -0.1, 0.0], [0.1, 0.0, 0.1], [-0.2, 0.3, -0.1], [0.1, 0.0, 0.0], [0.0, -0.1, 0.1], [-0.2, 0.0, -0.4], [0.1, -0.1, 0.0], [-0.1, 0.0, 0.2], [0.7, -0.6, 0.0], [-0.1, 0.1, 0.1], [-0.1, 0.0, -0.2], [-0.2, -0.1, -0.2], [0.1, 0.2, 0.1], [0.1, 0.0, -0.1], [-0.2, 0.1, -0.2], [0.2, -0.1, 0.2], [0.1, 0.0, 0.1], [-0.1, -0.3, 0.0], [0.0, 0.1, 0.1], [0.0, 0.2, 0.0], [0.0, -0.3, 0.2], [0.0, 0.1, 0.0], [0.0, 0.2, 0.0], [-0.2, 0.0, -0.1], [0.1, 0.0, -0.1], [0.1, 0.0, 0.1], [-0.1, -0.1, -0.2], [0.0, 0.1, 0.1], [0.1, 0.0, 0.1], [-0.1, 0.0, -0.3], [0.2, 0.0, 0.2], [0.0, 0.0, 0.2], [0.3, -0.3, 0.2], [-0.1, 0.0, -0.1], [-0.1, 0.2, 0.0]]}